# C8H5Cl3NO7P

2 unconnected molecules or ions with the total composition C8H5Cl3NO7P in a non-equilibrium geometry (ωB97M-V/def2-TZVPD, OMol25).

Results
multiplicity: 1
total charge: 0
energy: -71049.41294 eV
SMILES: N#COC1=C(O)C(=O)C(P(O)O)=C(O)C1=O.ClC(Cl)Cl

Cartesian coordinates (Å):
N: 2.0237 -1.0760 2.6144
C: 2.4442 -0.1900 1.9097
O: 2.9389 0.7480 0.9443
C: 1.7807 1.1287 0.1728
C: 1.2819 0.2581 -0.8504
O: 1.8695 -1.0040 -1.1220
C: -0.0308 0.7520 -1.6702
O: -0.1220 0.5500 -2.9013
C: -1.1210 1.5360 -0.7791
P: -2.9988 1.4088 -0.9818
O: -3.8089 1.2216 0.5192
O: -3.4311 0.1987 -2.1188
C: -0.6191 2.4014 0.2505
O: -1.5401 3.0823 1.0911
C: 0.9893 2.5292 0.3678
O: 1.5668 3.6321 0.5541
H: 2.8502 -0.8946 -1.2060
H: -3.5836 0.3725 0.9679
H: -4.2724 -0.2042 -1.8045
H: -1.5011 4.0527 0.9282
Cl: 1.1458 -5.7230 1.2591
C: 1.1122 -4.0367 0.7239
Cl: 2.1047 -3.8234 -0.7252
Cl: -0.5512 -3.5135 0.4199
H: 1.5266 -3.4167 1.5176

Forces on atoms 1 to 3 (eV/Å):
2.134 4.490 -3.365
-0.501 -1.955 0.486
-2.766 -1.946 2.208

Here are the Mulliken charges for atoms 1 to 6, given in e:
1 N -0.49
2 C 0.58
3 O -0.40
4 C 0.26
5 C 0.22
6 O -0.39

***

# CH2Cl3P

A single CH2Cl3P molecule in a non-equilibrium geometry (ωB97M-V/def2-TZVPD, OMol25).

Results
multiplicity: 1
total charge: 0
energy: -47924.16779 eV
SMILES: PC(Cl)(Cl)Cl

Cartesian coordinates (Å):
P: 1.2215 0.1244 0.8638
C: -0.7116 0.1649 -0.0528
Cl: -1.5603 -1.2129 0.6349
Cl: -1.5555 1.6705 0.3544
Cl: -0.5999 -0.1407 -1.8242
H: 1.8062 0.5334 -0.2843
H: 1.3996 -1.1396 0.3081

Forces on atoms 1 to 3 (eV/Å):
-2.820 -0.202 -0.295
2.091 -0.324 0.635
-0.249 -0.093 0.302

Here are the Mulliken charges for atoms 1 to 6, given in e:
1 P 0.05
2 C 0.13
3 Cl -0.12
4 Cl -0.11
5 Cl -0.11
6 H 0.08

***

# C51H98Br3N4O5S

5 unconnected molecules or ions with the total composition C51H98Br3N4O5S in a non-equilibrium geometry (ωB97M-V/def2-TZVPD, OMol25).

Results
multiplicity: 1
total charge: +1
energy: -291612.67583 eV

Cartesian coordinates (Å):
C: 8.8610 1.3339 -3.3702
C: 8.8171 -0.3056 -3.2143
O: 9.6892 -1.0527 -2.5261
O: 7.7120 -0.9999 -3.9545
C: 8.3714 -1.5240 -5.1700
C: 7.7647 -0.7413 -6.5055
C: 6.4486 -1.6006 -6.9828
C: 5.1365 -0.6389 -7.2867
C: 4.4975 0.0370 -5.9026
C: 3.4768 -1.0208 -5.1684
N: 2.0916 -0.4312 -4.8665
C: 1.0413 -0.1849 -5.7600
Br: 1.4802 -0.6812 -7.6362
C: -0.2372 0.4827 -5.0097
C: -0.0074 2.0992 -5.3046
C: 0.0560 2.4844 -6.8992
C: 1.5424 2.9984 -7.4010
C: 1.5227 4.6420 -7.3378
O: 1.7874 5.0257 -5.9122
C: -1.7674 0.2607 -5.5176
C: -1.9686 -0.6545 -6.8546
C: -1.6740 -2.2554 -6.6683
Br: -3.9514 -0.5203 -7.3183
C: 0.0509 -0.0632 -3.4545
C: -0.4455 -1.6226 -3.3838
C: 0.0723 -2.4696 -2.0821
S: 1.5969 -3.5349 -2.3905
C: 2.5880 -3.3330 -0.7692
N: 3.2717 -4.3751 0.0872
N: 3.7899 -3.5772 1.1330
C: 3.4652 -2.1051 1.0103
O: 2.7128 -1.9513 -0.2440
C: -0.6962 1.0921 -2.5636
C: -0.9361 0.6737 -0.9750
C: -1.1954 2.0837 -0.1121
Br: -2.5208 -0.5039 -0.6654
C: 1.7144 0.0191 -3.4472
O: 2.3329 1.2930 -2.9497
C: 3.6501 0.8997 -2.3671
N: 4.8874 0.4673 -2.2687
H: 8.9622 1.5698 -4.5332
H: 7.8249 1.7358 -2.9993
H: 9.7753 1.7089 -2.7421
H: 9.5417 -1.3621 -5.1870
H: 8.0993 -2.6839 -5.2421
H: 7.4815 0.3817 -6.2845
H: 8.5394 -0.7066 -7.4041
H: 6.7420 -2.1223 -8.0117
H: 6.1595 -2.4790 -6.2535
H: 4.3505 -1.3205 -7.8550
H: 5.4654 0.2057 -8.0571
H: 3.9640 1.0297 -6.2227
H: 5.3676 0.3516 -5.1570
H: 3.4091 -1.9848 -5.8405
H: 4.0132 -1.3616 -4.1590
H: 0.9935 2.5195 -4.8221
H: -0.8761 2.7509 -4.8087
H: -0.6873 3.4032 -7.0491
H: -0.3316 1.6413 -7.6160
H: 1.7836 2.6286 -8.4965
H: 2.4013 2.6289 -6.6920
H: 2.3854 5.1421 -7.9638
H: 0.5045 5.1158 -7.6913
H: 2.7780 4.8529 -5.8190
H: -2.5055 -0.1805 -4.6907
H: -2.2219 1.3347 -5.7731
H: -1.4189 -0.2364 -7.8262
H: -0.5497 -2.5434 -6.5131
H: -2.1831 -2.8693 -7.5480
H: -2.2636 -2.5898 -5.6856
H: -0.1425 -2.2715 -4.3391
H: -1.6380 -1.6716 -3.3589
H: -0.8022 -3.2370 -1.8145
H: 0.2537 -1.8436 -1.1115
H: 3.6971 -1.1790 1.6862
H: -0.1024 2.1268 -2.5184
H: -1.7785 1.3914 -2.9673
H: 0.0873 0.2534 -0.5467
H: -2.3321 2.4220 -0.1970
H: -1.0064 1.8628 1.0443
H: -0.4510 2.9396 -0.4028
H: 2.3074 -0.7665 -2.8028
C: 2.7919 1.5614 3.5160
C: 2.8879 0.4587 4.5587
C: 3.2612 0.9728 5.9517
C: 4.6345 1.6466 6.0545
C: 5.8231 0.7826 5.6239
C: 6.0024 -0.4627 6.4781
H: 3.7529 2.0610 3.3663
H: 2.4829 1.1415 2.5527
H: 2.0523 2.3126 3.8095
H: 3.6017 -0.3017 4.2256
H: 1.9139 -0.0420 4.6249
H: 3.2105 0.1366 6.6600
H: 2.5002 1.6910 6.2804
H: 4.7856 1.9635 7.0940
H: 4.6360 2.5665 5.4583
H: 6.7359 1.3875 5.6954
H: 5.7272 0.4957 4.5714
H: 6.1438 -0.1968 7.5307
H: 6.8861 -1.0199 6.1492
H: 5.1416 -1.1325 6.4027
C: -5.4851 -2.0981 5.6868
C: -4.1145 -1.4887 5.9368
C: -3.8288 -0.2619 5.0665
C: -3.8053 -0.5221 3.5558
C: -2.7998 -1.5777 3.0875
C: -1.3550 -1.2040 3.3799
H: -5.5815 -2.4700 4.6631
H: -5.6494 -2.9435 6.3636
H: -6.2769 -1.3641 5.8654
H: -3.3413 -2.2505 5.7930
H: -4.0560 -1.1864 6.9898
H: -2.8712 0.1740 5.3772
H: -4.5875 0.5032 5.2720
H: -3.5870 0.4250 3.0467
H: -4.8059 -0.8183 3.2202
H: -2.9126 -1.7078 2.0037
H: -3.0264 -2.5497 3.5381
H: -1.0931 -0.2546 2.9017
H: -0.6813 -1.9749 2.9907
H: -1.1698 -1.1137 4.4537
C: -6.8453 2.7638 -0.9581
C: -7.2618 2.8117 -2.4198
C: -6.6183 1.7128 -3.2696
C: -5.0887 1.7656 -3.3589
C: -4.5081 3.0733 -3.9042
C: -4.9320 3.3698 -5.3342
H: -5.7713 2.9297 -0.8382
H: -7.3665 3.5444 -0.3933
H: -7.0993 1.7976 -0.5115
H: -7.0367 3.7997 -2.8345
H: -8.3516 2.6968 -2.4740
H: -7.0450 1.7543 -4.2794
H: -6.9056 0.7356 -2.8625
H: -4.7521 0.9369 -3.9944
H: -4.6579 1.5771 -2.3687
H: -3.4132 3.0067 -3.8729
H: -4.7825 3.9136 -3.2578
H: -4.6286 2.5609 -6.0068
H: -4.4584 4.2938 -5.6826
H: -6.0143 3.5010 -5.4165
C: -6.2853 -3.3747 12.6534
C: -4.9146 -2.7654 12.9033
C: -4.6290 -1.5385 12.0331
C: -4.6055 -1.7988 10.5224
C: -3.5999 -2.8543 10.0541
C: -2.1552 -2.4807 10.3465
H: -6.3817 -3.7466 11.6297
H: -6.4495 -4.2201 13.3302
H: -7.0770 -2.6407 12.8320
H: -4.1414 -3.5271 12.7596
H: -4.8562 -2.4631 13.9564
H: -3.6714 -1.1026 12.3438
H: -5.3876 -0.7735 12.2386
H: -4.3872 -0.8517 10.0133
H: -5.6061 -2.0949 10.1868
H: -3.7128 -2.9844 8.9703
H: -3.8266 -3.8264 10.5047
H: -1.8933 -1.5312 9.8683
H: -1.4815 -3.2515 9.9573
H: -1.9700 -2.3904 11.4203

Forces on atoms 1 to 3 (eV/Å):
-0.228 -1.491 -0.224
3.314 -3.505 2.890
-5.753 5.163 -4.527

Here are the Mulliken charges for atoms 1 to 6, given in e:
1 C -0.65
2 C 0.54
3 O -0.53
4 O -0.24
5 C -0.64
6 C -0.35

***

# C21H34Cl2NO3P3PdS2

A molecular structure, C21H34Cl2NO3P3PdS2 (ωB97M-V/def2-TZVPD, OMol25).

Results
multiplicity: 1
total charge: 0
energy: -108028.56548 eV

Cartesian coordinates (Å):
Pd: -0.7710 -0.6352 -0.7834
Cl: -4.1241 2.3865 2.5000
C: -3.2738 2.9463 1.0865
C: -3.5302 4.2413 0.6214
C: -2.8759 4.7148 -0.4775
Cl: -3.1792 6.3435 -1.0200
C: -1.9569 3.8955 -1.1808
C: -1.2522 4.3258 -2.3266
C: -0.4052 3.4594 -2.9491
C: -0.2753 2.1515 -2.4509
N: -0.8928 1.7158 -1.3755
C: -1.7228 2.5815 -0.7168
C: -2.3454 2.0861 0.4999
O: -2.0601 0.9273 0.9549
H: -4.2406 4.8631 1.1482
H: -1.3944 5.3337 -2.6904
H: 0.1587 3.7453 -3.8254
H: 0.3669 1.4477 -2.9619
C: -4.3197 -0.3610 -0.6100
P: -2.8171 -1.1882 -0.0315
C: -2.9638 -1.3720 1.7845
C: -3.0732 -2.9561 -0.5204
C: -1.7843 -3.6724 -0.0877
P: -0.3946 -2.7746 -0.8935
C: 1.0819 -3.5658 -0.2287
C: -0.5138 -3.3566 -2.6173
H: -5.1694 -0.7626 -0.0538
H: -4.4713 -0.5441 -1.6740
H: -4.2562 0.7088 -0.4346
H: -3.4309 -2.3259 2.0351
H: -3.5601 -0.5476 2.1661
H: -1.9850 -1.2970 2.2536
H: -3.2156 -3.0419 -1.6006
H: -3.9665 -3.3536 -0.0341
H: -1.7415 -4.7262 -0.3730
H: -1.6652 -3.6198 0.9962
H: 1.0180 -4.6283 -0.4765
H: 1.1162 -3.4542 0.8547
H: 1.9795 -3.1257 -0.6562
H: -0.9306 -4.3642 -2.6380
H: 0.4804 -3.3605 -3.0624
H: -1.1402 -2.6881 -3.2042
C: 3.5456 -2.1591 2.1051
C: 4.3446 -1.9497 0.8329
C: 5.4559 -0.9342 0.9953
O: 3.4338 -1.6446 -0.2599
P: 2.9467 -0.2076 -0.7528
S: 4.2192 0.8516 -1.7303
S: 1.3064 -0.6155 -1.9204
O: 2.4796 0.3903 0.6582
C: 2.0309 1.7633 0.8116
C: 3.1768 2.5724 1.3848
C: 0.8196 1.7314 1.7163
H: 4.2089 -2.5126 2.8963
H: 2.7657 -2.9056 1.9534
H: 3.0792 -1.2288 2.4242
H: 4.7753 -2.9022 0.5175
H: 5.0702 0.0257 1.3403
H: 5.9897 -0.7694 0.0621
H: 6.1540 -1.3146 1.7429
H: 1.7718 2.1451 -0.1794
H: 3.4936 2.1456 2.3385
H: 2.8559 3.6006 1.5590
H: 4.0234 2.5801 0.6993
H: 1.0943 1.3155 2.6881
H: 0.0153 1.1269 1.2985
H: 0.4405 2.7431 1.8720

Forces on atoms 1 to 3 (eV/Å):
0.526 0.739 -0.318
0.022 0.011 -0.046
-0.018 0.050 0.076

Here are the Mulliken charges for atoms 1 to 6, given in e:
1 Pd -0.31
2 Cl -0.25
3 C 0.67
4 C -0.64
5 C 0.74
6 Cl -0.28

***

# C31H46CoIN3P2S

A molecular structure, C31H46CoIN3P2S in a non-equilibrium geometry (ωB97M-V/def2-TZVPD, OMol25).

Results
multiplicity: 4
total charge: 0
expectation value of S²: 3.77
energy: -112505.00868 eV

Cartesian coordinates (Å):
Co: -0.4975 0.5594 -0.1342
C: 0.2532 -0.1054 -3.5869
C: 1.4982 0.4614 -2.8992
C: 2.5134 1.0060 -3.8984
P: 1.0430 1.6534 -1.5127
C: 1.2195 3.3467 -2.2517
C: 0.1051 3.5868 -3.2735
C: 1.1782 4.3953 -1.1414
C: 2.5333 1.3837 -0.5086
C: 3.7717 1.9610 -0.7491
C: 4.9167 1.4766 -0.1355
C: 4.8144 0.3509 0.6702
C: 3.5855 -0.2160 0.9523
C: 2.3957 0.3385 0.4424
N: 1.1289 -0.1113 0.7651
C: 0.8557 -0.7923 1.9411
C: 1.5823 -0.6475 3.1382
C: 1.2300 -1.3511 4.2735
C: 0.1330 -2.2058 4.2735
C: -0.6336 -2.3117 3.1266
C: -0.2995 -1.6091 1.9757
P: -1.2545 -1.6406 0.4251
C: -0.7233 -3.3410 -0.1667
C: -1.3978 -3.8060 -1.4563
C: 0.7930 -3.3366 -0.3714
C: -3.0163 -1.9086 0.9848
C: -3.4129 -0.8138 1.9769
C: -3.9748 -1.8560 -0.2127
H: 0.5373 -0.8993 -4.2829
H: -0.2923 0.6609 -4.1406
H: -0.4325 -0.5244 -2.8466
H: 1.9779 -0.3561 -2.3522
H: 2.0883 1.7998 -4.5148
H: 2.8378 0.2029 -4.5643
H: 3.3964 1.3906 -3.3874
H: 2.1883 3.3954 -2.7535
H: -0.8675 3.3973 -2.8235
H: 0.2100 2.9363 -4.1436
H: 0.1278 4.6214 -3.6241
H: 0.2106 4.3895 -0.6353
H: 1.3305 5.3893 -1.5698
H: 1.9470 4.2203 -0.3894
H: 3.8512 2.8088 -1.4206
H: 5.8797 1.9368 -0.3139
H: 5.7066 -0.0881 1.1013
H: 3.5357 -1.1024 1.5685
H: 2.3959 0.0602 3.1789
H: 1.8127 -1.2219 5.1774
H: -0.1401 -2.7537 5.1660
H: -1.5146 -2.9455 3.1375
H: -0.9752 -4.0288 0.6465
H: -1.1828 -3.1145 -2.2749
H: -2.4760 -3.8942 -1.3569
H: -1.0179 -4.7911 -1.7365
H: 1.0704 -2.6316 -1.1596
H: 1.1320 -4.3302 -0.6734
H: 1.3260 -3.0574 0.5368
H: -3.0738 -2.8862 1.4723
H: -3.4127 0.1586 1.4764
H: -2.7353 -0.7520 2.8273
H: -4.4205 -1.0059 2.3540
H: -3.6770 -1.0651 -0.9039
H: -4.9926 -1.6404 0.1229
H: -4.0059 -2.7876 -0.7710
C: -7.3665 2.1479 -1.7025
C: -6.2045 1.4095 -2.2778
C: -6.2549 0.6028 -3.3734
C: -5.0657 -0.0470 -3.7825
N: -3.9131 0.1604 -3.1773
C: -3.8376 1.0186 -2.1547
S: -2.4045 1.5365 -1.4484
N: -5.0136 1.5534 -1.6498
C: -5.0643 -0.9910 -4.9389
H: -8.2683 1.9513 -2.2754
H: -7.1696 3.2211 -1.7110
H: -7.5255 1.8417 -0.6674
H: -7.1804 0.4587 -3.9102
H: -4.9159 2.1916 -0.8722
H: -5.9812 -0.9107 -5.5192
H: -4.9625 -2.0139 -4.5720
H: -4.2028 -0.7860 -5.5718
I: 0.5215 2.9495 2.4075
C: -1.0477 1.8665 1.4035
H: -1.7045 2.6474 1.0233
H: -1.5518 1.3294 2.2063

Forces on atoms 1 to 3 (eV/Å):
0.348 0.454 0.677
0.110 0.005 0.106
-0.292 0.111 -0.065

Here are the Mulliken charges for atoms 1 to 6, given in e:
1 Co 0.27
2 C -0.94
3 C 0.58
4 C -1.72
5 P 0.96
6 C 0.53

***

# C12H15NS

A single C12H15NS molecule in a non-equilibrium geometry (ωB97M-V/def2-TZVPD, OMol25).

Results
multiplicity: 1
total charge: 0
energy: -25011.42686 eV
SMILES: CN1c2ccccc2[C@@]2(C)CCS[C@@H]12

Cartesian coordinates (Å):
C: 0.6368 -2.7905 -0.7177
N: 0.4570 -1.4406 -0.2825
C: -0.7577 -0.9272 0.1069
C: -1.9866 -1.5733 0.2448
C: -3.0720 -0.7958 0.5254
C: -3.0423 0.5524 0.6025
C: -1.7682 1.1782 0.5287
C: -0.6153 0.4064 0.3056
C: 0.7595 0.8681 -0.2568
C: 0.4107 1.3348 -1.6461
C: 1.5072 1.8570 0.6351
C: 2.1234 1.0596 1.7926
S: 2.7221 -0.5202 1.0291
C: 1.5035 -0.5356 -0.3773
H: 1.1733 -3.5335 -0.0640
H: -0.3380 -3.3185 -1.0683
H: 1.1744 -2.7467 -1.6296
H: -2.2347 -2.6405 0.0065
H: -4.1570 -1.1661 0.5060
H: -3.8001 1.2839 0.7011
H: -1.6102 2.1664 0.8707
H: -0.3985 0.6740 -2.0359
H: 1.2708 1.1591 -2.2699
H: 0.1384 2.4005 -1.7094
H: 0.9443 2.7776 0.8624
H: 2.3044 2.3270 -0.0117
H: 2.9784 1.6539 2.1079
H: 1.6284 0.8618 2.6323
H: 2.0482 -0.5721 -1.3886

Forces on atoms 1 to 3 (eV/Å):
-1.448 -2.006 -0.399
-0.788 -2.699 -0.261
0.232 -1.515 0.068

Here are the Mulliken charges for atoms 1 to 6, given in e:
1 C -1.09
2 N 0.32
3 C 0.79
4 C -0.99
5 C -0.25
6 C -0.94

***

# C3H5NO2

A single C3H5NO2 molecule (ωB97M-V/def2-TZVPD, OMol25).

Results
multiplicity: 1
total charge: 0
energy: -8776.51502 eV
SMILES: N/C(O)=C/C=O

Cartesian coordinates (Å):
N: -1.8260 -0.4012 0.2288
C: -0.5856 0.1454 0.2047
O: -0.6312 1.4855 0.0751
C: 0.5876 -0.5526 0.2950
C: 1.7586 -0.0650 -0.3941
O: 2.8354 -0.6281 -0.4670
H: -1.9176 -1.3379 -0.1317
H: -2.6113 0.2153 0.0810
H: 0.2155 1.8275 0.3970
H: 0.5858 -1.5639 0.6854
H: 1.5889 0.8750 -0.9743

Forces on atoms 1 to 3 (eV/Å):
-0.014 -0.049 -0.011
-0.047 -0.115 -0.065
0.138 -0.049 0.009

Here are the Mulliken charges for atoms 1 to 6, given in e:
1 N -0.47
2 C 0.69
3 O -0.50
4 C -0.57
5 C -0.12
6 O -0.53

***

Q: Among the records above, which one has the lowest energy?
A: C51H98Br3N4O5S

***

Q: Which value of energy does entry 1 give?
A: -71049.41294 eV

***

Q: Which of these has the highest energy?
A: C3H5NO2